{"formula": "C56H154N14O14", "method": "ωB97M-V with the def2-TZVPD basis set", "lumo_energy_ha": 0.0170, "e_above_lowest_kj_mol": 514.1, "total_energy_ev": -110085.26986, "homo_lumo_gap_ha": 0.3349, "mol_weight_da": 1247.9, "homo_ev": -8.7, "multiplicity": 1, "elements": ["C", "C", "C", "O", "C", "N", "H", "H", "H", "H", "H", "H", "H", "H", "H", "H", "H", "C", "C", "C", "O", "C", "N", "H", "H", "H", "H", "H", "H", "H", "H", "H", "H", "H", "C", "C", "C", "O", "C", "N", "H", "H", "H", "H", "H", "H", "H", "H", "H", "H", "H", "C", "C", "C", "O", "C", "N", "H", "H", "H", "H", "H", "H", "H", "H", "H", "H", "H", "C", "C", "C", "O", "C", "N", "H", "H", "H", "H", "H", "H", "H", "H", "H", "H", "H", "C", "C", "C", "O", "C", "N", "H", "H", "H", "H", "H", "H", "H", "H", "H", "H", "H", "C", "C", "C", "O", "C", "N", "H", "H", "H", "H", "H", "H", "H", "H", "H", "H", "H", "C", "C", "C", "O", "C", "N", "H", "H", "H", "H", "H", "H", "H", "H", "H", "H", "H", "C", "C", "C", "O", "C", "N", "H", "H", "H", "H", "H", "H", "H", "H", "H", "H", "H", "C", "C", "C", "O", "C", "N", "H", "H", "H", "H", "H", "H", "H", "H", "H", "H", "H", "C", "C", "C", "O", "C", "N", "H", "H", "H", "H", "H", "H", "H", "H", "H", "H", "H", "C", "C", "C", "O", "C", "N", "H", "H", "H", "H", "H", "H", "H", "H", "H", "H", "H", "C", "C", "C", "O", "C", "N", "H", "H", "H", "H", "H", "H", "H", "H", "H", "H", "H", "C", "C", "C", "O", "C", "N", "H", "H", "H", "H", "H", "H", "H", "H", "H", "H", "H"], "positions_angstrom": [[21.339229, 21.166584, 15.824311], [20.468385, 20.183680, 15.084233], [19.177251, 20.851934, 14.664941], [18.445027, 19.811208, 13.984756], [17.366533, 20.320231, 13.230129], [21.158223, 19.677782, 13.940185], [20.869420, 21.578725, 16.687510], [21.636899, 22.071224, 15.284661], [22.283886, 20.618759, 16.127229], [20.105087, 19.387772, 15.757422], [19.471048, 21.615985, 13.899380], [18.571796, 21.290191, 15.434675], [17.645142, 20.839015, 12.328409], [16.827600, 21.023917, 13.839593], [16.617799, 19.613850, 12.861193], [21.808167, 20.253542, 13.438590], [20.621007, 19.089779, 13.380651], [15.835776, 18.683813, 24.369716], [15.188664, 18.867922, 22.960617], [15.128109, 17.465876, 22.338402], [14.259307, 17.330008, 21.227991], [12.876207, 17.249677, 21.620303], [13.910874, 19.522575, 23.125613], [15.365917, 17.855738, 24.928420], [15.805162, 19.596217, 24.996465], [16.911174, 18.480997, 24.404142], [15.801559, 19.529221, 22.288792], [14.839429, 16.750896, 23.184693], [16.096096, 17.147358, 21.955296], [12.249927, 17.360437, 20.707941], [12.445593, 18.008435, 22.263869], [12.697351, 16.299437, 22.092457], [13.717327, 20.063164, 22.246308], [14.095279, 20.136156, 23.919888], [17.685159, 15.576992, 25.696988], [18.765506, 15.886611, 24.663384], [20.113059, 15.660959, 25.278389], [21.102827, 16.102251, 24.367070], [22.434580, 15.922066, 24.850427], [18.492581, 15.116343, 23.488300], [17.694498, 16.308720, 26.532455], [17.890526, 14.637057, 26.159617], [16.682490, 15.474088, 25.241392], [18.658352, 16.920365, 24.334177], [20.272959, 14.591825, 25.487191], [20.113177, 16.275663, 26.223199], [22.674514, 16.469385, 25.812321], [23.105391, 16.166135, 24.019414], [22.698855, 14.867299, 25.035018], [19.145137, 15.385523, 22.752993], [18.664805, 14.157415, 23.587576], [19.505603, 27.810581, 18.795631], [18.303361, 26.903752, 18.877735], [18.713427, 25.428202, 18.952001], [17.589239, 24.624268, 18.817903], [17.817716, 23.253121, 18.638845], [17.547858, 27.264070, 20.070565], [20.203376, 27.408837, 19.534223], [19.124235, 28.792695, 19.188746], [19.991887, 27.821836, 17.842004], [17.613210, 26.942277, 18.101150], [19.179779, 25.190281, 19.908430], [19.498500, 25.231293, 18.194857], [16.855253, 22.937165, 18.283772], [18.151091, 22.733005, 19.545293], [18.542747, 23.093708, 17.854776], [16.794156, 26.581492, 20.186840], [18.159677, 27.162454, 20.886811], [24.631455, 20.941412, 23.777415], [25.562886, 20.367434, 24.847439], [27.029741, 20.347683, 24.256118], [27.988055, 19.951577, 25.279396], [29.330358, 20.114620, 24.806337], [25.491094, 21.108341, 26.091827], [24.954011, 21.950675, 23.433212], [23.662011, 20.948901, 24.115585], [24.710411, 20.349313, 22.803806], [25.249977, 19.363459, 24.994171], [27.239337, 21.343616, 23.932518], [27.184634, 19.749912, 23.356816], [29.528820, 21.202385, 24.654057], [29.508948, 19.561179, 23.851196], [29.928441, 19.574369, 25.544442], [25.465279, 22.135683, 25.976961], [26.380105, 20.998711, 26.562085], [15.306073, 16.827568, 15.903645], [15.076083, 17.565731, 17.310457], [14.413045, 18.865749, 17.106210], [15.410971, 19.835893, 16.616474], [14.830826, 21.049847, 16.711206], [14.381173, 16.736417, 18.230063], [16.096141, 16.121398, 15.925173], [15.691116, 17.617402, 15.204012], [14.421981, 16.427606, 15.528552], [16.099060, 17.785367, 17.682829], [14.058888, 19.186177, 18.067834], [13.495998, 18.783071, 16.462878], [14.884651, 21.458512, 17.684086], [13.798798, 21.175398, 16.374428], [15.483321, 21.698884, 16.138731], [14.892299, 15.842697, 18.282427], [14.397977, 17.086309, 19.182097], [14.615256, 25.269321, 17.591424], [13.820299, 25.472522, 18.845718], [13.610505, 24.155763, 19.548671], [12.826679, 23.219689, 18.758823], [12.403502, 22.213437, 19.608449], [14.494724, 26.380472, 19.844438], [13.986762, 24.726977, 16.881493], [15.549588, 24.669700, 17.729729], [14.835637, 26.191378, 17.107580], [12.846881, 25.934079, 18.644787], [13.125837, 24.320274, 20.507969], [14.584249, 23.705720, 19.843933], [11.959996, 22.663384, 20.493417], [13.258754, 21.584119, 19.952378], [11.706983, 21.484923, 19.126316], [14.138257, 26.316425, 20.806092], [14.355212, 27.370707, 19.596412], [19.698623, 19.559233, 23.898289], [19.557970, 20.295145, 25.211943], [20.367160, 19.524094, 26.212813], [20.335189, 20.059638, 27.505512], [21.399688, 19.593870, 28.406457], [19.852961, 21.730088, 25.083636], [18.691030, 19.358571, 23.478730], [20.159475, 18.598699, 24.070412], [20.217385, 20.088419, 23.098080], [18.512188, 20.384548, 25.563046], [21.441186, 19.482621, 25.948550], [20.049468, 18.479300, 26.276074], [20.997447, 19.779199, 29.403595], [22.338037, 20.131266, 28.254260], [21.498510, 18.529458, 28.243352], [20.698768, 21.951631, 24.527958], [19.910140, 22.049183, 26.012795], [16.670697, 22.957834, 22.207974], [16.465592, 23.534716, 23.578821], [15.037230, 23.849152, 23.911659], [14.497725, 24.721004, 22.912271], [13.278900, 25.364253, 23.388853], [16.971582, 22.494077, 24.451065], [15.991698, 22.082930, 22.035219], [17.704211, 22.635627, 22.159729], [16.523452, 23.754635, 21.422320], [17.092037, 24.533483, 23.735202], [15.117482, 24.391893, 24.902739], [14.487935, 22.891159, 24.092718], [12.389108, 24.632794, 23.416239], [13.054995, 26.112163, 22.620360], [13.496356, 25.911678, 24.346702], [17.997034, 22.400285, 24.345973], [16.845000, 22.740942, 25.436112], [21.286459, 22.600584, 21.777963], [21.550059, 23.111187, 20.323667], [22.863346, 23.888157, 20.231535], [22.730113, 24.967631, 21.146174], [23.872937, 25.813334, 21.161494], [21.633386, 22.009557, 19.415897], [20.254947, 22.161732, 21.844277], [21.229460, 23.447534, 22.542231], [22.053335, 21.869267, 22.179656], [20.657561, 23.723553, 20.031437], [23.044469, 24.205482, 19.219066], [23.646492, 23.250443, 20.605623], [23.812538, 26.598859, 21.900738], [24.010677, 26.312583, 20.141451], [24.807418, 25.263248, 21.355402], [20.725727, 21.873468, 19.038839], [21.977294, 21.123551, 19.802767], [27.627404, 21.255405, 19.362502], [26.412036, 20.666280, 18.626528], [25.335923, 20.303493, 19.643757], [25.545119, 19.516469, 20.819398], [25.435971, 18.121967, 20.510918], [25.862275, 21.544130, 17.653224], [27.420696, 22.279203, 19.609780], [28.555660, 21.156209, 18.769599], [27.755497, 20.832729, 20.343560], [26.679650, 19.736433, 18.083078], [24.568031, 19.828325, 18.977651], [25.010482, 21.276892, 20.059365], [25.918955, 17.568959, 21.309304], [26.036537, 17.987097, 19.620178], [24.382109, 17.796422, 20.409857], [25.093778, 21.121506, 17.145239], [25.466224, 22.461739, 17.986465], [21.838867, 17.063979, 16.878723], [22.730916, 16.488219, 15.779254], [21.945673, 15.347923, 15.130428], [22.529955, 14.843130, 13.911975], [23.507806, 13.928691, 14.194070], [23.323001, 17.579571, 14.944301], [21.315482, 16.348805, 17.476608], [21.088188, 17.780487, 16.472606], [22.479220, 17.617575, 17.580430], [23.567691, 16.018100, 16.308245], [20.936286, 15.706239, 14.814760], [21.908926, 14.452110, 15.831416], [24.407541, 14.356523, 14.544825], [23.773267, 13.387169, 13.279734], [23.124765, 13.166329, 14.812199], [22.534764, 18.177115, 14.692787], [23.684815, 17.133190, 14.074102], [22.949684, 14.490269, 19.133783], [22.384229, 14.002890, 20.427490], [22.434026, 12.476302, 20.484253], [21.654397, 11.945366, 21.584823], [21.207342, 10.631072, 21.317661], [22.988920, 14.629388, 21.603833], [23.916375, 13.949903, 18.947657], [23.130698, 15.568027, 19.236678], [22.251130, 14.220337, 18.328079], [21.305597, 14.249500, 20.542452], [23.485743, 12.280740, 20.584041], [22.055210, 12.025431, 19.539840], [20.590832, 10.375582, 22.214591], [22.005663, 9.952020, 21.233721], [20.551851, 10.586656, 20.484556], [23.983116, 14.427546, 21.640449], [22.477287, 14.357728, 22.432777], [17.167966, 19.586186, 19.661657], [18.720344, 19.646892, 19.501089], [19.445871, 18.514783, 20.259179], [20.782039, 18.871310, 20.212471], [21.788371, 18.089797, 20.936915], [19.109566, 19.759179, 18.103628], [16.923025, 19.970452, 20.671345], [16.893585, 18.534781, 19.494596], [16.730112, 20.147205, 18.869518], [19.107532, 20.513605, 20.107570], [19.255347, 17.610758, 19.575379], [19.093990, 18.226714, 21.250536], [22.146906, 17.189148, 20.513527], [21.429157, 18.061735, 21.992520], [22.605822, 18.786597, 20.912696], [20.101837, 19.726590, 17.991199], [18.627834, 19.141372, 17.466363]], "atomic_forces_ev_per_a": [[1.740, -0.696, 0.371], [-0.838, 1.230, 0.249], [0.200, -0.314, -2.390], [-0.345, -0.028, -0.173], [-0.499, 0.286, 0.171], [1.270, -0.469, 1.079], [-0.438, -0.094, 0.895], [-0.037, -0.362, -0.609], [-0.912, 0.771, -0.135], [0.707, -0.069, -0.259], [-0.408, -0.157, 0.546], [-0.250, 0.190, 0.689], [0.790, 0.441, -0.413], [-0.480, 0.486, 0.332], [0.504, -0.729, 0.621], [-0.146, 0.392, 0.110], [-0.981, -0.800, -1.169], [0.289, 0.449, 0.307], [1.843, -0.189, 0.010], [-0.595, -0.680, 0.832], [-0.984, 0.723, 0.697], [-0.782, 0.078, -1.395], [-0.358, 0.651, -0.402], [-0.073, 0.409, -0.272], [-0.447, -0.191, -0.437], [-0.088, -0.282, -0.648], [0.061, -0.720, 0.761], [0.131, 0.570, -1.169], [0.244, 0.142, 0.253], [0.651, -0.553, 0.234], [0.873, 0.312, 0.345], [-0.120, -0.633, 0.101], [0.053, -0.438, 1.500], [-0.680, 0.432, -0.588], [-0.358, 0.804, 0.317], [-1.162, -0.097, 0.298], [0.335, 0.781, 0.479], [0.757, -0.007, 0.588], [0.332, -0.214, 0.132], [0.174, 1.089, -1.805], [-0.231, -0.224, -0.581], [0.216, -0.938, 0.337], [0.549, 0.422, 0.173], [0.216, 0.198, 0.266], [-0.113, 0.143, 0.246], [0.481, -0.682, -0.516], [-0.406, -0.194, -1.144], [-0.144, 0.607, 0.318], [-0.581, -0.051, 0.182], [-0.174, 0.141, 0.036], [0.100, -1.765, 0.604], [-0.858, 0.423, 1.293], [0.687, -1.304, 1.983], [0.985, 0.264, -0.204], [-0.323, 0.336, -0.128], [-0.024, 0.535, -0.013], [-0.181, -0.118, 0.655], [0.306, 0.250, 0.029], [0.813, -0.605, -0.825], [0.160, 0.325, -0.565], [-1.007, 0.504, -1.853], [0.254, 0.335, 0.422], [-0.358, -0.255, -0.189], [-0.358, -0.991, 0.042], [-0.181, 0.035, 0.051], [0.435, -0.207, -0.395], [-0.047, 0.321, 0.001], [-0.211, 0.072, -0.234], [2.925, -0.242, -2.351], [1.437, 0.996, -1.715], [-0.327, -0.530, 1.327], [-0.526, 0.265, -1.258], [-0.747, -0.466, -0.234], [0.240, 0.921, 0.432], [-0.288, -0.310, 0.618], [-2.400, 0.168, 0.728], [-0.238, 0.405, 1.392], [-0.191, -1.060, 0.532], [0.331, 1.167, -0.061], [-0.403, -0.512, 0.050], [0.332, -0.805, 0.284], [-0.332, 0.499, 0.378], [0.306, 0.743, 0.033], [-0.326, -0.776, -0.507], [0.076, -0.451, 0.353], [1.212, 3.258, 1.202], [2.292, -1.289, -2.024], [0.236, 0.705, -0.634], [-1.684, -3.479, 0.271], [0.418, 2.632, -1.064], [-0.345, -1.640, 0.476], [0.579, -1.017, 0.349], [-0.508, -0.576, 0.472], [-1.605, -0.787, -0.581], [-0.252, 0.157, -0.272], [-0.214, 0.574, 0.735], [0.914, 0.268, 0.079], [-0.200, 0.344, 1.675], [-0.049, -0.402, -0.278], [-0.148, 0.566, -0.447], [-0.580, 0.442, -0.048], [0.009, 0.269, 0.033], [0.273, -1.050, -0.424], [-0.064, 0.701, 1.531], [0.082, -0.820, -0.034], [0.741, 1.296, 0.162], [0.088, -1.709, 0.303], [0.061, 0.340, -0.266], [-0.031, -0.140, 0.037], [-0.763, 0.748, 0.149], [0.456, 0.891, -0.288], [-0.097, -0.410, -0.425], [-0.457, 0.097, 0.155], [-0.248, 0.104, -0.464], [-0.415, -0.224, 0.261], [-0.199, 0.319, -0.049], [0.346, 0.942, 0.086], [0.036, -0.445, -0.686], [0.220, -0.732, -0.115], [-1.573, -0.192, -0.799], [-0.524, 0.954, -0.109], [1.740, -0.404, 1.007], [0.313, 0.686, 1.296], [-1.769, 0.551, -0.937], [0.766, -0.640, -1.604], [0.464, 0.048, 0.106], [0.309, -0.332, -0.201], [0.301, 0.198, 0.297], [0.202, -0.922, -0.151], [-0.218, 0.070, -0.651], [-0.330, -0.162, -0.308], [0.264, -0.037, -0.054], [-0.056, -0.070, -0.176], [0.367, -0.381, 0.132], [-0.538, -0.330, 0.811], [0.488, 1.023, 1.174], [-0.617, 1.001, -1.517], [1.705, 1.099, 0.185], [0.196, 0.658, 1.012], [-1.124, -0.293, 1.333], [0.331, -0.564, -0.538], [0.303, -0.183, 1.238], [0.524, 0.720, 0.106], [0.230, -0.262, -0.267], [-0.007, -0.951, 0.560], [-1.187, -1.668, -0.681], [-0.607, -0.411, -0.755], [-0.044, 0.682, -0.475], [1.380, 0.997, 0.383], [-0.128, -0.077, 0.225], [-0.501, -0.756, -0.667], [-0.637, 0.003, 0.052], [-0.021, -0.034, -0.229], [-0.603, 0.920, 1.289], [-0.099, -0.253, 1.462], [-1.512, 0.385, 1.473], [0.748, 0.927, 0.036], [0.400, 0.038, -1.812], [0.572, -0.673, -0.805], [0.948, -0.039, -0.260], [0.326, -0.847, -1.075], [-0.730, 0.640, -0.765], [1.055, -0.202, 0.191], [0.181, 0.261, -0.520], [0.689, -0.530, -0.161], [-0.520, 0.019, 0.274], [-0.195, -0.522, 1.133], [-0.231, -0.156, 0.019], [-0.698, -0.683, -0.497], [-0.359, 0.608, 0.008], [0.075, -0.304, -0.916], [1.281, -1.245, 1.334], [-1.558, 0.487, 0.166], [0.145, -0.338, -0.798], [0.353, 0.618, 0.212], [-0.950, 1.971, -0.784], [0.006, 0.882, -0.322], [-0.453, 0.275, 0.376], [0.154, -0.805, 0.259], [0.203, 0.450, 0.239], [-0.146, 0.431, 0.951], [-0.347, -0.366, -0.362], [-0.086, -0.088, 0.234], [-0.208, -0.670, -0.442], [0.610, 0.167, -0.186], [0.119, -0.195, -0.074], [0.837, -1.397, 0.063], [0.464, 1.658, -0.248], [0.539, -0.125, 0.773], [-0.281, -0.388, -1.180], [-1.095, 1.275, 0.358], [0.487, -1.038, -1.953], [-0.772, -1.672, -0.105], [-0.337, -0.770, 0.136], [0.485, -0.528, 0.162], [-0.235, 0.117, -0.148], [0.142, -0.043, -0.102], [0.546, -0.368, 0.464], [-0.423, 1.231, -0.437], [1.090, 0.528, 0.867], [-0.041, 0.285, -0.195], [-0.259, -0.993, 1.383], [0.243, 0.212, -0.440], [-0.442, 0.598, 0.796], [0.739, -0.392, -0.134], [-1.873, -0.514, 1.479], [-1.056, -0.012, -0.062], [0.832, 0.748, -1.091], [-1.236, 0.953, 2.414], [0.136, 0.321, -0.797], [-0.607, 0.637, -0.022], [-0.049, -0.280, -0.519], [0.374, 0.417, 0.058], [0.422, 0.121, -0.472], [0.709, -0.857, 0.208], [0.244, 0.304, 0.385], [0.532, -0.096, -0.673], [1.119, -1.008, -0.235], [-0.506, 0.003, -1.117], [-0.149, -0.152, 0.437], [0.395, -0.141, 0.133], [1.949, -0.735, 0.523], [-0.410, 0.648, 1.661], [-0.824, -1.938, -2.501], [1.728, -0.507, 0.222], [-1.826, 2.815, 0.963], [-0.484, 0.705, 0.684], [-0.213, -0.412, -0.710], [-0.350, 0.224, 0.455], [-0.527, 0.677, -0.416], [-0.423, -0.055, -1.036], [0.296, 0.508, 0.932], [-0.156, 0.485, 0.308], [-0.429, -1.288, -0.494], [0.450, -0.747, -0.624], [0.649, 0.238, 0.222], [0.529, -0.289, -0.121], [-0.058, -0.190, 0.154]]}